[1]
Density functional theory data (ωB97M-V/def2-TZVPD) for a cluster of 2 separate species, C8H15F3OS in total.

```
28
Properties=species:S:1:pos:R:3:nbo_charge:R:1
H 2.630 1.529 -0.943 0.24
H -4.408 -0.614 0.903 0.24
H -1.823 0.678 -2.504 0.29
H 2.006 0.268 1.958 0.22
H -0.209 -0.116 -2.540 0.23
C -1.213 -0.145 -2.125 -0.79
H -2.048 1.759 0.703 0.03
F -2.378 -1.945 -0.309 -0.64
C 0.950 0.844 0.166 0.36
H 1.648 0.382 -1.839 0.21
O -3.454 1.246 -1.013 -0.94
C 1.540 1.154 1.537 -0.64
H -0.249 -2.450 0.235 0.29
H -1.695 -1.064 -2.467 0.33
C -3.702 0.093 1.307 -0.92
C 2.053 0.611 -0.857 -0.64
H 2.713 -0.189 -0.539 0.23
C -0.100 -0.329 0.260 0.17
S -2.719 0.695 0.090 1.62
F 0.253 1.984 -0.249 -0.38
H -3.122 -0.283 2.133 0.23
F -0.633 -0.272 1.550 -0.36
H 0.982 -1.830 -0.872 0.22
H 2.286 1.938 1.437 0.23
H 0.763 1.499 2.214 0.24
C 0.537 -1.708 0.109 -0.64
H 1.286 -1.852 0.886 0.23
C -1.229 -0.084 -0.667 0.33
```

relative energy (zero: lowest compared OMol25 entry of this formula, charge and spin) = 108.0 kcal per mole
gap between HOMO and LUMO (spin up / spin down) = 6.48 / 6.48 eV
E_HOMO (spin up / spin down) = -8.16 / -8.16 eV
net charge = 0

---

[2]
Density functional theory data (ωB97M-V/def2-TZVPD) for the molecule C5H3NO.

```
10
Properties=species:S:1:pos:R:3:nbo_charge:R:1
H -1.171 1.988 -0.799 0.24
H 0.833 2.172 1.139 0.22
N 1.131 -3.160 -0.173 -0.28
C 0.376 1.338 0.625 0.12
C -0.658 1.219 -0.250 -0.32
C 0.717 -2.100 0.043 0.24
O 0.919 0.129 0.888 -0.37
C -0.801 -0.169 -0.511 -0.23
C 0.205 -0.780 0.170 0.13
H -1.551 -0.637 -1.132 0.24
```

relative energy (zero: lowest compared OMol25 entry of this formula, charge and spin) = 4.5 kcal per mole
structure (SMILES) = N#Cc1ccco1
gap between HOMO and LUMO = 10.06 eV
E_HOMO = -9.48 eV
net charge = 0

---

[3]
Density functional theory data (ωB97M-V/def2-TZVPD) for a structure of composition C16H26AuClO5P2.

```
51
Properties=species:S:1:pos:R:3:nbo_charge:R:1
H 1.651 2.726 0.430 0.25
C -1.331 2.675 -1.925 -0.98
O -2.219 -0.652 -1.561 -0.39
H -4.319 -0.166 6.591 0.26
H -0.996 -2.951 0.107 0.26
H 4.653 0.746 -4.513 0.28
C -3.179 -1.054 5.008 -0.17
C -0.233 -3.339 -0.579 -0.96
H -1.418 3.750 -2.134 0.27
C -1.118 -0.402 -1.318 0.49
O -2.102 1.723 1.192 -0.67
C 4.288 -0.288 -4.512 -0.75
C -3.333 1.450 3.749 -0.13
H 5.064 -0.937 -4.077 0.29
H -4.482 2.066 5.471 0.25
C -3.946 1.246 4.990 -0.05
O -1.459 -0.439 1.228 -0.78
H -0.122 2.728 0.728 0.30
H 2.442 -1.339 1.293 0.26
H 3.493 -2.720 -1.215 0.26
H -3.346 2.427 3.261 0.27
C 0.677 3.044 0.040 -0.97
C 2.510 -3.166 -1.422 -0.97
C 1.662 -2.102 1.185 -0.96
H 0.063 -4.352 -0.269 0.27
H 1.174 2.718 -3.799 0.26
H -3.062 -2.027 5.486 0.26
O -2.026 -1.882 3.093 -0.52
C 1.398 3.129 -2.806 -0.96
H -1.701 -1.411 2.164 0.50
Au 0.874 -0.072 -1.489 0.76
Cl 3.305 0.236 -1.929 -0.10
H 2.466 2.989 -2.596 0.26
H -0.647 -3.376 -1.594 0.26
H 2.031 -3.063 1.572 0.27
C -2.620 -0.872 3.716 0.44
C -2.695 0.406 3.076 -0.18
C -3.861 -0.009 5.615 -0.19
H 0.779 -1.790 1.762 0.27
H 0.661 4.138 -0.062 0.27
C -2.049 0.606 1.733 0.78
C 3.039 -0.382 -3.714 0.66
O 1.956 -0.802 -4.054 -0.48
H -1.669 2.106 -2.800 0.25
H 2.323 -3.132 -2.505 0.26
H 4.090 -0.606 -5.543 0.28
H 2.504 -4.216 -1.089 0.27
P 0.394 2.268 -1.572 0.95
P 1.213 -2.250 -0.565 0.94
H -1.939 2.415 -1.047 0.30
H 1.161 4.202 -2.799 0.27
```

relative energy (zero: lowest compared OMol25 entry of this formula, charge and spin) = 1.7 kcal per mole
expectation value of S² = 2.034
multiplicity = 3
gap between HOMO and LUMO (spin up / spin down) = 7.47 / 6.91 eV
E_HOMO (spin up / spin down) = -13.70 / -15.38 eV
net charge = +2